19
Properties=species:S:1:pos:R:3 method="wB97M-V/def2-TZVPD" homo_ev=-10.453 smiles="CC1(C)NC(=O)N([N+](=O)[O-])C1=O" lumo_energy_ev=0.265 total_energy_ha=-659.82592 orbital_gap_ha=0.394
C -0.44 -0.97 0.07
C -1.24 1.24 0.26
C 0.74 -0.03 0.14
C 1.23 -0.02 -1.37
C 1.90 -0.35 1.09
N 0.11 1.23 0.41
N -1.60 -0.09 0.10
N -3.01 -0.50 -0.09
O -3.45 0.04 -1.00
O -0.57 -2.17 -0.05
O -1.96 2.19 0.36
O -3.51 -1.23 0.66
H 1.81 -0.92 -1.25
H 2.07 0.81 -1.37
H 0.40 0.01 -2.15
H 2.29 0.56 1.69
H 2.86 -0.69 0.52
H 1.63 -1.07 1.85
H 0.74 1.96 0.14